w.
Below is a cluster of 2 separate species, C9H14 in total, with properties calculated with wB97M-V/def2-TZVPD.

Lowest unoccupied orbital energy   1.0 eV
Molecular weight   122.21 g mol⁻¹
SMILES   Cc1ccccc1.CC
Frontier orbital gap   10.11 eV

ORCA input file:
```
! wB97M-V def2-TZVPD RIJCOSX def2/J DEFGRID3
* xyz 0 1
C -4.1859 -0.6267 0.0505
C -0.1141 -0.0709 -1.1563
C -1.0711 -0.3547 -2.1205
C -0.4716 0.1706 0.1623
C -2.3961 -0.4024 -1.7400
C -1.8080 -0.0317 0.5412
C -2.7782 -0.3401 -0.4088
H 0.9124 0.1039 -1.4640
H -0.7654 -0.4459 -3.1506
H 0.2786 0.4669 0.8818
H -3.1033 -0.7225 -2.5037
H -2.0302 -0.3480 1.5571
H -4.2165 -0.8821 1.1127
H -4.6377 -1.5407 -0.3526
H -4.8391 0.2149 -0.1742
C 3.3639 0.1914 1.3755
C 4.4909 1.0105 0.7330
H 3.6798 -0.4485 2.2038
H 2.6377 0.8873 1.8106
H 2.8007 -0.4483 0.6997
H 4.0451 1.7405 0.0659
H 5.2492 0.3704 0.2888
H 4.9592 1.5060 1.5878
*
```

Electronic structure analysis, Mulliken charges in units of e: C -1.322; C -0.213; C -0.552; C -0.333; C -0.381; C -0.399; C 0.716; H 0.333; H 0.374; H 0.287; H 0.323; H 0.202; H 0.339; H 0.330; H 0.287; C -0.776; C -0.844; H 0.351; H 0.227; H 0.231; H 0.274; H 0.283; H 0.259



x.
Below is a cluster of 2 separate species, C9H14 in total, with properties calculated with wB97M-V/def2-TZVPD.

Lowest unoccupied orbital energy   1.0 eV
Molecular weight   122.21 g mol⁻¹
SMILES   Cc1ccccc1.CC
Frontier orbital gap   10.09 eV

ORCA input file:
```
! wB97M-V def2-TZVPD RIJCOSX def2/J DEFGRID3
* xyz 0 1
C -3.3312 -1.4067 1.7792
C -2.6571 -2.2679 0.7230
H -4.1462 -0.7177 1.5409
H -3.8665 -2.0027 2.5298
H -2.6161 -0.8315 2.3690
H -3.0619 -2.3759 -0.2787
H -1.6191 -1.9344 0.6532
H -2.5336 -3.2821 1.1119
C 2.6851 0.5068 -2.2395
C -0.1344 0.8929 1.0102
C -0.1410 1.7362 -0.0815
C 0.6728 -0.2306 0.9387
C 0.7510 1.6292 -1.1370
C 1.5684 -0.3957 -0.1197
C 1.6203 0.5300 -1.1500
H -0.7051 1.0552 1.9125
H -0.6804 2.6809 -0.1035
H 0.8440 -0.9149 1.7624
H 0.8820 2.3402 -1.9417
H 2.3281 -1.1657 -0.0511
H 3.1865 -0.4547 -2.2983
H 3.2791 1.4049 -2.0938
H 2.1395 0.6001 -3.1612
*
```

Electronic structure analysis, Mulliken charges in units of e: C -0.839; C -0.494; H 0.302; H 0.310; H 0.185; H 0.311; H -0.020; H 0.261; C -1.424; C -0.637; C -0.265; C -0.419; C -0.616; C -0.533; C 0.971; H 0.454; H 0.315; H 0.389; H 0.388; H 0.310; H 0.366; H 0.332; H 0.353



Of them, w has the highest stability.



w.
Below is a cluster of 2 separate species, C9H14 in total, with properties calculated with wB97M-V/def2-TZVPD.

Lowest unoccupied orbital energy   1.0 eV
Molecular weight   122.21 g mol⁻¹
SMILES   Cc1ccccc1.CC
Frontier orbital gap   9.85 eV

ORCA input file:
```
! wB97M-V def2-TZVPD RIJCOSX def2/J DEFGRID3
* xyz 0 1
C -0.9712 2.6893 -0.7775
C -2.2875 1.9295 -0.6370
H -0.9092 3.3826 -1.5636
H -0.6949 3.2916 0.1934
H -0.0067 2.0924 -0.7875
H -3.0487 2.5114 -0.1670
H -2.5591 1.2906 -1.4168
H -2.1290 1.0402 -0.0515
C 0.0326 -1.4029 2.3567
C 1.6327 -0.9272 -1.5878
C 0.2884 -0.9018 -1.3788
C 2.4926 -1.2730 -0.4717
C -0.3566 -1.2356 -0.1629
C 1.9008 -1.2709 0.8093
C 0.4781 -1.2684 0.9776
H 1.9092 -0.7212 -2.6738
H -0.2805 -0.6993 -2.3233
H 3.5738 -1.4414 -0.4850
H -1.4151 -1.5966 -0.0655
H 2.6893 -1.2414 1.5774
H 0.7890 -2.0159 2.9770
H -0.9595 -1.7498 2.7042
H -0.1685 -0.4820 2.9541
*
```

Electronic structure analysis, Mulliken charges in units of e: C -0.722; C -0.876; H 0.326; H 0.231; H 0.165; H 0.342; H 0.372; H 0.166; C -1.410; C -0.378; C -0.157; C -0.494; C -0.708; C -0.498; C 1.100; H 0.277; H 0.304; H 0.353; H 0.375; H 0.312; H 0.283; H 0.359; H 0.279



x.
Below is a cluster of 2 separate species, C9H14 in total, with properties calculated with wB97M-V/def2-TZVPD.

Lowest unoccupied orbital energy   1.0 eV
Molecular weight   122.21 g mol⁻¹
SMILES   Cc1ccccc1.CC
Frontier orbital gap   9.99 eV

ORCA input file:
```
! wB97M-V def2-TZVPD RIJCOSX def2/J DEFGRID3
* xyz 0 1
C -2.5270 -0.1528 3.0803
C -1.0146 0.2091 3.1257
H -2.8881 0.0229 2.0650
H -2.6798 -1.1852 3.3700
H -3.1162 0.5123 3.7102
H -0.7295 0.7553 2.2406
H -0.4616 -0.7259 3.2210
H -0.8438 0.9009 3.9539
C -0.4150 -1.0674 -0.2561
C 1.2797 0.7126 -0.7628
C 0.6303 -0.4437 -1.1372
C 2.0699 1.4455 -1.6682
C 0.8021 -0.8736 -2.4643
C 2.0701 1.0700 -2.9969
C 1.5229 -0.1519 -3.3948
H 1.2797 1.1477 0.2337
H 2.5417 2.3454 -1.3041
H -1.3181 -1.2511 -0.8392
H -0.6638 -0.5239 0.6396
H 0.3790 -1.8548 -2.6625
H 2.5055 1.7050 -3.7652
H 1.6766 -0.5291 -4.3972
H -0.0999 -2.0675 0.0085
*
```

Electronic structure analysis, Mulliken charges in units of e: C -0.793; C -0.729; H 0.251; H 0.235; H 0.333; H 0.101; H 0.275; H 0.342; C -0.804; C -0.137; C 0.643; C -0.644; C -0.352; C -0.316; C -0.575; H 0.274; H 0.365; H 0.376; H -0.267; H 0.340; H 0.342; H 0.363; H 0.377



y.
Below is a cluster of 2 separate species, C9H14 in total, with properties calculated with wB97M-V/def2-TZVPD.

Lowest unoccupied orbital energy   0.9 eV
Molecular weight   122.21 g mol⁻¹
SMILES   Cc1ccccc1.CC
Frontier orbital gap   9.83 eV

ORCA input file:
```
! wB97M-V def2-TZVPD RIJCOSX def2/J DEFGRID3
* xyz 0 1
C -0.7179 0.3772 2.2957
C -1.6752 -0.9220 -1.2551
C -0.9427 -2.1692 -1.2258
C -1.7234 -0.2057 0.0032
C -0.8646 -0.4628 1.0831
C -0.0275 -2.4037 -0.2211
C 0.0373 -1.5408 0.8984
H -2.2531 -0.6677 -2.0509
H -1.2838 -2.9825 -1.8951
H -2.2053 0.7927 -0.1085
H 0.7893 -3.2747 -0.2328
H -1.6351 0.6909 2.7007
H -0.0164 1.2978 2.0433
H 1.0951 -1.6551 1.4536
H -0.2056 -0.1806 3.0274
C 0.8879 1.9579 -1.1489
C 2.2488 1.4758 -0.4674
H 0.0344 1.2098 -1.1746
H 0.2367 2.7334 -0.6134
H 1.0488 1.9985 -2.3107
H 2.1481 0.3915 -0.7353
H 2.0261 1.3548 0.6391
H 2.9981 2.1846 -0.7049
*
```

Electronic structure analysis, Mulliken charges in units of e: C -1.335; C -0.532; C -0.443; C -0.544; C 1.020; C -0.336; C -0.305; H 0.541; H 0.330; H 0.253; H 0.200; H 0.431; H 0.159; H 0.173; H 0.389; C -0.543; C -0.632; H -0.087; H 0.304; H 0.311; H 0.179; H 0.104; H 0.362



z.
Below is a cluster of 2 separate species, C9H14 in total, with properties calculated with wB97M-V/def2-TZVPD.

Lowest unoccupied orbital energy   1.0 eV
Molecular weight   122.21 g mol⁻¹
SMILES   Cc1ccccc1.CC
Frontier orbital gap   9.87 eV

ORCA input file:
```
! wB97M-V def2-TZVPD RIJCOSX def2/J DEFGRID3
* xyz 0 1
C 1.1331 2.4287 0.2986
C 2.1439 1.4939 0.9252
H 0.5079 3.0289 0.9867
H 1.5668 3.1879 -0.3594
H 0.3877 1.8664 -0.2716
H 1.7197 1.0643 1.8442
H 2.8890 2.0462 1.5180
H 2.5714 0.7204 0.2909
C -1.2346 -2.6948 1.1051
C -1.5449 0.5892 -0.7577
C -1.7279 -0.4570 0.1332
C -0.5607 0.4056 -1.7264
C -0.8672 -1.5446 0.2305
C 0.2796 -0.6961 -1.7562
C 0.2236 -1.5539 -0.6583
H -2.2429 1.4215 -0.8085
H -2.5852 -0.4261 0.7950
H -0.5375 1.2518 -2.4480
H 0.9235 -0.8113 -2.6068
H -1.8598 -3.3528 0.5236
H -1.7609 -2.2789 2.0031
H 0.9594 -2.3588 -0.6264
H -0.3837 -3.3306 1.3651
*
```

Electronic structure analysis, Mulliken charges in units of e: C -0.307; C -0.929; H 0.296; H 0.321; H -0.218; H 0.246; H 0.354; H 0.276; C -1.371; C -0.632; C -0.217; C -0.224; C 0.568; C -0.584; C -0.350; H 0.411; H 0.310; H 0.300; H 0.409; H 0.298; H 0.327; H 0.342; H 0.375



Of them, x has the highest stability.



w.
Below is a cluster of 2 separate species, C9H14 in total, with properties calculated with wB97M-V/def2-TZVPD.

Lowest unoccupied orbital energy   1.0 eV
Molecular weight   122.21 g mol⁻¹
SMILES   Cc1ccccc1.CC
Frontier orbital gap   10.02 eV

ORCA input file:
```
! wB97M-V def2-TZVPD RIJCOSX def2/J DEFGRID3
* xyz 0 1
C -1.7042 -1.1641 -1.8007
C -1.5290 -1.8990 1.9341
C -0.6437 -0.9305 2.3457
C -1.9212 -1.9253 0.5897
C -1.3321 -1.0917 -0.3401
C 0.0759 -0.1857 1.3944
C -0.2659 -0.2823 0.0610
H -1.9903 -2.6415 2.5744
H -0.3364 -0.7617 3.3683
H -2.6497 -2.6728 0.3089
H 0.7590 0.5167 1.8543
H -2.5710 -0.5336 -1.9895
H -1.8689 -2.1960 -2.1050
H 0.3618 0.1765 -0.6996
H -0.8921 -0.7754 -2.4124
C 2.4470 3.4713 -1.1933
C 3.4509 2.4838 -1.7812
H 2.2740 4.2872 -1.8859
H 1.4776 2.9946 -1.0996
H 2.8191 3.8287 -0.2396
H 3.8888 1.8714 -0.9807
H 4.2685 2.9788 -2.2888
H 3.0893 1.6939 -2.4303
*
```

Electronic structure analysis, Mulliken charges in units of e: C -1.297; C -0.513; C -0.443; C -0.322; C 0.626; C -0.526; C -0.176; H 0.353; H 0.342; H 0.354; H 0.330; H 0.273; H 0.352; H 0.300; H 0.344; C -0.721; C -0.903; H 0.299; H 0.202; H 0.247; H 0.270; H 0.323; H 0.288



x.
Below is a cluster of 2 separate species, C9H14 in total, with properties calculated with wB97M-V/def2-TZVPD.

Lowest unoccupied orbital energy   1.0 eV
Molecular weight   122.21 g mol⁻¹
SMILES   Cc1ccccc1.CC
Frontier orbital gap   10.08 eV

ORCA input file:
```
! wB97M-V def2-TZVPD RIJCOSX def2/J DEFGRID3
* xyz 0 1
C -2.8435 1.5259 1.4344
C 1.1902 0.7034 0.2145
C 0.3897 1.5546 -0.5255
C 0.7010 0.1934 1.4003
C -0.9055 1.8401 -0.1089
C -0.6340 0.3462 1.7624
C -1.4209 1.2414 1.0377
H 2.1856 0.4122 -0.0975
H 0.7601 2.0955 -1.3896
H 1.3698 -0.3146 2.0856
H -1.5271 2.5540 -0.6331
H -0.9767 0.0571 2.7502
H -3.3946 0.6251 1.7076
H -3.4115 2.0204 0.6461
H -2.9100 2.2037 2.2932
C 1.6795 -2.3046 -1.7319
C 1.6070 -3.5944 -2.5398
H 1.6679 -2.4752 -0.6543
H 2.6235 -1.7864 -1.9178
H 0.8636 -1.6248 -1.9702
H 1.9782 -3.4079 -3.5517
H 0.5905 -3.9736 -2.6433
H 2.2089 -4.4019 -2.1203
*
```

Electronic structure analysis, Mulliken charges in units of e: C -1.403; C -0.510; C -0.492; C -0.485; C -0.437; C -0.490; C 0.982; H 0.471; H 0.356; H 0.371; H 0.301; H 0.334; H 0.340; H 0.363; H 0.291; C -0.701; C -0.993; H 0.282; H 0.277; H 0.267; H 0.283; H 0.298; H 0.292



y.
Below is a cluster of 2 separate species, C9H14 in total, with properties calculated with wB97M-V/def2-TZVPD.

Lowest unoccupied orbital energy   1.0 eV
Molecular weight   122.21 g mol⁻¹
SMILES   Cc1ccccc1.CC
Frontier orbital gap   10.03 eV

ORCA input file:
```
! wB97M-V def2-TZVPD RIJCOSX def2/J DEFGRID3
* xyz 0 1
C 2.4094 1.2835 -2.2343
C 0.9188 0.8500 1.1698
C 0.9695 -0.5414 1.3650
C 1.3157 1.4036 -0.0235
C 1.8023 0.5702 -1.0515
C 1.2062 -1.3402 0.2794
C 1.6822 -0.7911 -0.9227
H 0.6752 1.4437 2.0439
H 0.6767 -0.8345 2.3619
H 1.1837 2.4581 -0.2326
H 1.3300 -2.4151 0.3641
H 3.3295 0.8409 -2.6007
H 2.6657 2.3009 -1.9381
H 1.9875 -1.5015 -1.6792
H 1.7843 1.3368 -3.1319
C -2.2931 -0.6278 0.4530
C -3.7006 -0.6524 1.0979
H -2.0981 -1.5697 -0.0490
H -2.2054 0.2362 -0.2091
H -1.5290 -0.4761 1.2065
H -4.4420 -0.3010 0.3848
H -3.9633 -1.6710 1.3751
H -3.7052 -0.0021 1.9713
*
```

Electronic structure analysis, Mulliken charges in units of e: C -1.346; C -0.191; C -0.755; C -0.624; C 0.835; C -0.212; C -0.523; H 0.342; H 0.414; H 0.345; H 0.353; H 0.356; H 0.345; H 0.388; H 0.275; C -0.534; C -0.972; H 0.306; H 0.276; H 0.066; H 0.290; H 0.279; H 0.288



z.
Below is a cluster of 2 separate species, C9H14 in total, with properties calculated with wB97M-V/def2-TZVPD.

Lowest unoccupied orbital energy   1.0 eV
Molecular weight   122.21 g mol⁻¹
SMILES   Cc1ccccc1.CC
Frontier orbital gap   10.00 eV

ORCA input file:
```
! wB97M-V def2-TZVPD RIJCOSX def2/J DEFGRID3
* xyz 0 1
C -2.6501 -0.5143 0.0684
C 0.4174 -0.6310 2.3237
C -0.9223 -0.4972 1.9050
C 1.3610 -1.0461 1.4122
C -1.2634 -0.7545 0.5849
C 0.9903 -1.5016 0.1537
C -0.2845 -1.2680 -0.3017
H 0.6720 -0.4548 3.3635
H -1.6416 -0.0429 2.5752
H 2.4137 -0.8536 1.6110
H 1.7082 -1.6930 -0.6477
H -3.3456 -1.3217 0.3113
H -2.7085 -0.2872 -0.9957
H -0.6642 -1.5329 -1.2811
H -3.0690 0.3845 0.5201
C 1.6857 1.7261 -0.9434
C 0.6293 1.2995 -1.9787
H 1.5890 2.7938 -0.7603
H 1.3793 1.2087 -0.0297
H 2.6941 1.3622 -1.1363
H 0.7668 1.9586 -2.8458
H 0.6600 0.2323 -2.2070
H -0.4179 1.4332 -1.7017
*
```

Electronic structure analysis, Mulliken charges in units of e: C -1.567; C -0.417; C -0.428; C -0.303; C 0.759; C -0.495; C -0.567; H 0.369; H 0.362; H 0.360; H 0.340; H 0.358; H 0.370; H 0.486; H 0.363; C -0.552; C -0.768; H 0.339; H -0.012; H 0.262; H 0.342; H 0.203; H 0.196



Of them, x has the highest stability.